{"formula": "C23H28BrLaN4O10", "method": "ωB97M-V/def2-TZVPD", "elements": ["La", "O", "C", "O", "C", "N", "C", "C", "N", "C", "C", "N", "C", "C", "N", "C", "C", "C", "C", "O", "O", "C", "C", "O", "O", "C", "C", "O", "O", "H", "H", "H", "H", "H", "H", "H", "H", "H", "H", "H", "H", "H", "H", "H", "H", "H", "H", "H", "H", "H", "H", "H", "H", "Br", "C", "C", "C", "C", "C", "C", "C", "O", "O", "H", "H", "H", "H"], "xyz": [[-0.1138, -0.6908, -1.0212], [2.8302, 0.9009, -3.9934], [1.9410, 0.7929, -3.1429], [1.1082, -0.1638, -3.0082], [1.8131, 1.9069, -2.0766], [2.0393, 1.3289, -0.7341], [3.4516, 0.9534, -0.6553], [3.7627, -0.1620, 0.3315], [2.8598, -1.2908, 0.1643], [2.7653, -2.0739, 1.3897], [1.5431, -2.9907, 1.4648], [0.2386, -2.4068, 1.1207], [-0.3839, -1.7164, 2.2597], [0.2414, -0.3763, 2.6401], [0.1837, 0.6664, 1.5988], [1.3290, 1.5819, 1.6650], [1.6369, 2.2562, 0.3280], [-1.0650, 1.4315, 1.7611], [-2.3047, 0.6230, 1.3570], [-3.3288, 0.7703, 2.0266], [-2.1257, -0.1224, 0.3418], [-0.6561, -3.5217, 0.7102], [-1.8778, -3.2003, -0.1926], [-2.8950, -3.8489, 0.0385], [-1.6738, -2.3863, -1.1573], [3.3156, -2.1137, -0.9653], [2.3037, -3.1926, -1.3757], [2.7076, -4.3633, -1.4253], [1.1405, -2.7592, -1.6062], [0.8043, 2.3187, -2.1175], [2.5410, 2.6993, -2.2934], [4.0658, 1.8342, -0.4057], [3.7642, 0.6317, -1.6484], [3.6990, 0.1986, 1.3553], [4.8115, -0.4674, 0.1809], [2.7783, -1.3820, 2.2288], [3.6490, -2.7246, 1.5111], [1.5071, -3.4122, 2.4827], [1.7193, -3.8247, 0.7926], [-0.3384, -2.3597, 3.1552], [-1.4352, -1.5745, 2.0190], [1.2785, -0.5304, 2.9267], [-0.2813, -0.0306, 3.5427], [2.1958, 1.0280, 2.0157], [1.1438, 2.3755, 2.4051], [2.4238, 3.0114, 0.4985], [0.7436, 2.7778, -0.0132], [-1.0400, 2.3009, 1.1061], [-1.1728, 1.7702, 2.7991], [-1.0205, -4.0623, 1.5901], [-0.0745, -4.2085, 0.0945], [4.2738, -2.5938, -0.7235], [3.4480, -1.4707, -1.8395], [-3.2796, 5.1550, -1.2732], [-4.1282, 3.4472, -1.3212], [-5.5128, 3.4863, -1.2082], [-6.2445, 2.3106, -1.2474], [-5.5923, 1.0985, -1.4102], [-4.2155, 1.0740, -1.5357], [-3.4496, 2.2421, -1.4914], [-1.9356, 2.0500, -1.5643], [-1.2012, 2.9035, -1.0443], [-1.5482, 0.9967, -2.1457], [-6.0100, 4.4382, -1.0815], [-7.3230, 2.3465, -1.1405], [-6.1535, 0.1722, -1.4168], [-3.6769, 0.1419, -1.6263]], "homo_ev": [-3.74, -3.74], "total_charge": -2, "multiplicity": 1}


{"formula": "C2H5N3OS", "method": "ωB97M-V/def2-TZVPD", "elements": ["C", "C", "H", "H", "H", "H", "H", "N", "N", "N", "O", "S"], "xyz": [[0.3556, 0.7642, -0.1443], [-2.3487, -1.2076, -0.0642], [2.8221, -1.4246, 0.9461], [2.2876, 1.3917, 0.6348], [0.0692, 2.6734, -0.7367], [-3.3667, -1.1562, -0.5467], [-2.1378, -1.6266, 1.1940], [1.6881, 0.5610, -0.1109], [-0.3974, 1.8787, -0.1203], [-1.3912, -0.5054, -0.7310], [-0.2418, -0.5103, 0.0398], [2.6609, -0.8384, -0.3605]], "homo_ev": -9.28, "multiplicity": 1}


{"formula": "C14H12BrCl5HgNSSi", "method": "ωB97M-V/def2-TZVPD", "elements": ["Hg", "C", "Si", "C", "C", "C", "C", "C", "C", "N", "C", "S", "H", "H", "H", "H", "H", "H", "H", "H", "H", "H", "H", "H", "Cl", "C", "C", "C", "Cl", "C", "Cl", "C", "Cl", "C", "Cl", "Br"], "xyz": [[0.2275, 1.8850, -1.5915], [-2.6994, -2.5351, 3.3192], [-2.3565, -1.8874, 1.5666], [-4.0642, -1.6401, 0.7942], [-1.5185, -3.3226, 0.6639], [-1.3339, -0.3682, 1.6992], [-0.8994, 0.1464, 2.9899], [-0.1146, 1.2968, 3.0252], [0.2352, 1.9442, 1.8624], [-0.1758, 1.4731, 0.6220], [-0.9253, 0.3470, 0.5737], [-1.3330, -0.1270, -1.0803], [-3.3105, -3.4423, 3.2744], [-3.2339, -1.7932, 3.9181], [-1.7680, -2.7753, 3.8387], [-4.6085, -2.5897, 0.7394], [-3.9698, -1.2253, -0.2098], [-4.6510, -0.9409, 1.3964], [-2.1799, -4.1941, 0.6020], [-0.6107, -3.6165, 1.1984], [-1.2355, -3.0182, -0.3441], [-1.1801, -0.3512, 3.9104], [0.2259, 1.7045, 3.9729], [0.8270, 2.8505, 1.8549], [0.9708, 1.3820, -4.9052], [2.3878, 1.5397, -3.9120], [2.2279, 1.7722, -2.5530], [3.3983, 1.8920, -1.8163], [3.2763, 2.1674, -0.1013], [4.6677, 1.7842, -2.3808], [6.0968, 1.9385, -1.4118], [4.7867, 1.5522, -3.7470], [6.3497, 1.4159, -4.4758], [3.6374, 1.4287, -4.5204], [3.7834, 1.1370, -6.2229], [-0.9301, 4.1696, -2.5497]], "homo_ev": [1.45, -1.47], "total_charge": -2, "multiplicity": 2}


{"formula": "CFNO4", "method": "ωB97M-V/def2-TZVPD", "elements": ["C", "N", "O", "O", "O", "O", "F"], "xyz": [[1.3928, -0.0735, -0.0240], [-1.3637, 0.0540, 0.0195], [-1.2521, -1.0745, 0.3044], [1.5279, -1.2207, -0.2636], [-2.3473, 0.6704, -0.1640], [-0.1643, 0.7748, -0.0647], [2.2066, 0.8695, 0.1923]], "homo_ev": -11.65, "multiplicity": 1, "smiles": "O=C(F)O[N+](=O)[O-]"}


{"formula": "C20H21MoN3OSSi", "method": "ωB97M-V/def2-TZVPD", "elements": ["Mo", "O", "N", "C", "C", "C", "C", "C", "S", "H", "H", "H", "H", "N", "C", "H", "C", "Si", "C", "C", "C", "C", "C", "C", "C", "H", "H", "H", "H", "H", "H", "H", "H", "H", "H", "H", "N", "C", "C", "C", "C", "C", "C", "H", "H", "H", "H", "H"], "xyz": [[-0.3446, 0.4670, -0.4054], [1.4117, -0.3863, 0.1085], [2.2358, -1.0565, -0.7221], [3.3967, -1.5317, -0.2170], [4.2502, -2.2185, -1.0281], [3.8992, -2.4128, -2.3678], [2.7152, -1.9125, -2.8493], [1.8506, -1.2055, -2.0068], [0.3579, -0.5046, -2.5115], [3.5574, -1.3294, 0.8297], [5.1780, -2.5960, -0.6229], [4.5617, -2.9606, -3.0270], [2.4207, -2.0430, -3.8812], [0.0866, 1.9621, 2.4262], [-0.0818, 1.4260, 1.4307], [0.2835, 2.5319, 3.2304], [-0.7899, -2.3272, 1.5999], [-1.8386, -1.4136, 0.3713], [-2.4289, -2.5382, -0.9793], [-3.2881, -0.6183, 1.2069], [-4.3510, -0.1319, 0.4349], [-5.4180, 0.5298, 1.0273], [-5.4394, 0.7170, 2.4054], [-4.3935, 0.2421, 3.1879], [-3.3227, -0.4153, 2.5902], [-1.4041, -3.0605, 2.1430], [-0.3202, -1.6664, 2.3307], [0.0006, -2.8674, 1.0718], [-3.4585, -2.8443, -0.7637], [-1.8029, -3.4348, -1.0277], [-2.4124, -2.0624, -1.9609], [-4.3450, -0.2653, -0.6456], [-6.2340, 0.8985, 0.4149], [-6.2736, 1.2321, 2.8693], [-4.4157, 0.3777, 4.2635], [-2.5130, -0.7871, 3.2167], [-1.6715, 1.4922, -0.8523], [-2.7522, 2.3266, -1.2201], [-3.5207, 2.9197, -0.2245], [-4.6255, 3.6791, -0.5739], [-4.9641, 3.8447, -1.9112], [-4.1944, 3.2454, -2.9005], [-3.0876, 2.4827, -2.5592], [-3.2593, 2.7569, 0.8124], [-5.2289, 4.1350, 0.2021], [-5.8299, 4.4374, -2.1822], [-4.4571, 3.3689, -3.9446], [-2.4811, 2.0016, -3.3179]], "homo_ev": [-11.14, -11.24], "total_charge": 1, "multiplicity": 2}


{"formula": "C3H10NO2P", "method": "ωB97M-V/def2-TZVPD", "elements": ["C", "C", "C", "N", "O", "O", "P", "H", "H", "H", "H", "H", "H", "H", "H", "H", "H"], "xyz": [[0.8218, 1.9645, 0.2644], [1.9970, -0.2484, -0.2698], [0.7031, 0.4948, 0.0293], [-0.4331, 0.0426, -0.0404], [-3.1398, -0.1080, 0.1128], [-1.1785, -2.8691, 0.0434], [-2.1296, 0.9206, 0.3287], [1.3239, 1.9272, 1.2792], [-0.1754, 2.3809, 0.5005], [1.3584, 2.4314, -0.4520], [1.8904, -1.3595, -0.1378], [2.8881, 0.2156, 0.2402], [2.2624, -0.1886, -1.3269], [-1.6650, -2.5049, 0.8910], [-1.6470, -3.6838, -0.1054], [-0.7555, -0.9463, -0.3933], [-2.1213, 1.5310, -0.9639]], "homo_ev": -7.38, "multiplicity": 1}